This record from the Open Molecules 2025 dataset describes 3 unconnected molecules or ions with the total composition C6H14O. The level of theory is ωB97M-V with the def2-TZVPD basis set.

Output
- Gap between HOMO and LUMO: 10.195 eV
- E_HOMO: -9.06 eV
- 2S+1: 1
- ΔE to the lowest compared entry with this formula, charge and spin: 109.5 kcal/mol

Each line ends with the Mulliken charge.
CARTESIAN COORDINATES (ANGSTROEM)
C: 0.2915 -0.5722 0.8353  -0.594
C: -0.9907 -0.6432 0.0002  -0.465
H: 0.1811 0.0914 1.7088  0.289
C: 3.6055 0.5973 -0.1339  -0.721
H: -1.1304 0.0630 -1.3985  0.085
H: 0.6444 -1.5380 1.2317  0.297
H: 3.3753 1.6251 -0.4571  0.297
H: -2.1914 0.4769 -1.4885  0.218
C: 1.3631 -0.0015 -0.0675  -0.568
H: 1.0474 0.9985 -0.4118  0.347
H: -1.9672 0.9417 1.1332  0.302
H: 4.5035 0.6110 0.4871  0.253
O: 2.5701 0.0595 0.6414  -0.320
H: -3.6084 -0.7088 -0.9119  0.305
H: 1.4603 -0.6349 -0.9665  0.357
H: -4.0511 0.8902 -0.1814  0.322
H: 3.7974 -0.0126 -1.0311  0.295
H: -2.2630 -0.8289 1.2714  0.233
C: -2.1845 0.0248 0.5685  -0.305
H: -1.2305 -1.6472 -0.3655  0.337
C: -3.2224 0.2079 -0.4639  -0.964